137
Properties=species:S:1:pos:R:3:forces:R:3:lowdin_charge:R:1 method="wB97M-V/def2-TZVPD" charge=-1 orbital_gap_ev=7.99 homo_energy_ev=-5.859 spin_multiplicity=1
Cl -1.196378 1.072474 0.191070 -2.80 1.20 1.34 0.599
O -0.997304 1.663937 -1.095330 1.52 -0.18 -0.99 -0.392
O -0.050164 0.536048 0.863450 0.97 0.16 -0.53 -0.381
O -1.775804 2.146532 1.010515 0.45 -0.73 0.12 -0.423
O -2.164242 0.012233 0.038571 -0.14 -0.45 0.04 -0.406
C -1.576702 7.493959 -0.759532 0.31 1.61 0.50 -0.070
C -0.823584 7.936747 0.545515 -1.87 -2.02 0.06 -0.389
C -1.809234 8.451642 1.641660 1.52 0.15 -0.30 -0.205
O -1.002699 8.976597 2.718466 -2.21 0.90 0.15 -0.186
C -1.827021 9.840902 3.568630 1.03 -0.68 0.01 -0.101
N -0.033044 6.771675 0.989860 0.41 0.06 0.13 0.036
H -2.099485 6.537590 -0.772271 0.17 -0.02 0.60 0.078
H -0.816790 7.468639 -1.540551 -0.19 0.01 -0.23 0.069
H -2.300404 8.283019 -0.963815 -0.17 0.00 -0.58 0.058
H -0.231972 8.831738 0.352977 0.50 -0.37 -0.19 0.130
H -2.556404 7.746985 2.006737 0.15 -0.45 0.02 0.126
H -2.351095 9.286343 1.196972 -0.18 0.13 -0.17 0.103
H -2.218959 9.296167 4.427552 0.42 -0.23 0.27 0.074
H -2.738756 10.275817 3.159143 0.19 -0.04 -0.96 0.071
H -1.171278 10.655769 3.875386 -0.10 -0.08 0.24 0.080
H 0.368059 6.309041 0.186632 1.11 0.81 -0.72 0.060
H -0.627356 5.965830 1.122182 -1.10 0.16 1.17 0.070
C 3.911014 2.438705 4.733191 0.07 -1.85 0.38 -0.088
C 3.085797 3.567606 4.222757 -0.93 -0.45 -0.41 -0.471
C 1.817914 3.785137 5.066484 0.85 -0.89 -1.04 -0.237
O 1.101815 4.924389 4.732994 -0.94 0.28 0.57 -0.155
C -0.161017 4.887173 5.420335 0.24 0.78 -0.53 -0.092
N 3.973515 4.638707 4.049008 1.62 2.55 0.24 0.027
H 4.873979 2.478931 4.224094 -0.10 -0.47 -0.26 0.076
H 3.430868 1.471314 4.585820 0.14 -0.22 -0.09 0.081
H 4.173394 2.478636 5.790391 -0.27 0.41 0.28 0.079
H 2.794874 3.355163 3.194001 -0.71 -0.43 0.11 0.150
H 2.007155 3.732203 6.138628 0.29 0.12 0.31 0.119
H 1.271372 2.885672 4.783029 -0.59 -0.27 0.33 0.129
H -0.499562 5.905299 5.612485 0.34 0.18 0.04 0.078
H -0.068399 4.372705 6.376811 -0.08 -0.14 0.02 0.077
H -0.955759 4.465919 4.804676 0.17 -0.55 -0.08 0.088
H 4.699489 4.515779 4.740337 0.12 0.67 0.63 0.060
H 4.522576 4.447052 3.223228 -0.22 0.27 -0.54 0.075
C -6.265149 0.717514 4.685987 0.61 -0.03 -0.49 -0.059
C -5.935489 -0.692495 4.167816 1.61 0.53 0.93 -0.457
C -4.653345 -1.320329 4.716800 2.00 0.08 0.53 -0.179
O -4.444761 -2.717115 4.383855 -2.60 1.04 -0.69 -0.178
C -3.160090 -3.150510 4.331199 1.95 0.04 0.17 -0.164
N -6.907539 -1.605443 4.558673 -3.35 -1.81 0.56 0.026
H -7.282983 0.956354 4.377652 -0.13 -0.11 0.03 0.068
H -5.642271 1.456233 4.181588 0.23 0.17 0.35 0.077
H -6.212243 0.789587 5.772312 0.15 0.05 0.02 0.075
H -5.805273 -0.588553 3.090632 -0.27 -0.46 -0.23 0.143
H -4.523444 -1.328012 5.799006 -1.12 0.29 0.66 0.120
H -3.806115 -0.665951 4.511598 0.40 -0.24 -1.09 0.125
H -2.597365 -2.721492 5.160295 0.51 0.24 0.07 0.081
H -2.671060 -2.924755 3.383582 0.18 0.37 -0.11 0.093
H -3.031217 -4.225477 4.457469 -0.77 -0.21 0.03 0.082
H -6.827465 -1.931702 5.511173 1.01 -0.30 0.09 0.080
H -7.827859 -1.201790 4.659468 -0.36 0.36 -0.86 0.067
C 5.366106 2.104345 -2.348575 0.70 0.62 -0.37 -0.047
C 5.158012 3.340814 -3.274232 2.12 -2.35 -1.71 -0.457
C 5.214696 2.942235 -4.796142 1.25 -1.30 0.36 -0.229
O 5.493379 4.024950 -5.687501 -0.55 -0.71 -1.87 -0.191
C 5.483033 3.598572 -7.141670 0.68 0.66 1.56 -0.052
N 3.956788 4.017386 -3.064043 -1.69 1.31 -0.10 0.037
H 6.111597 1.356305 -2.618338 0.21 0.24 -0.96 0.062
H 4.463452 1.504031 -2.234732 -0.20 0.50 0.59 0.081
H 5.855633 2.513192 -1.464673 -0.97 -0.22 0.69 0.071
H 5.958117 4.065514 -3.123410 0.31 -0.13 0.10 0.133
H 4.317197 2.382116 -5.058562 -0.70 0.41 -0.11 0.119
H 5.958562 2.151259 -4.891642 0.71 0.09 -0.22 0.106
H 6.441527 3.168435 -7.432120 0.08 -0.68 0.59 0.072
H 5.490639 4.458732 -7.811129 -0.68 0.47 0.60 0.073
H 4.662067 2.926416 -7.391343 -0.04 0.06 0.29 0.080
H 3.179934 3.393050 -3.227760 -0.34 -0.49 0.50 0.081
H 3.972958 4.477869 -3.962827 -0.91 1.53 0.08 0.064
C -7.392961 -3.196531 -1.970579 -0.70 -0.27 -0.57 -0.077
C -7.633646 -4.036618 -0.744316 -0.47 0.56 0.09 -0.474
C -8.122161 -5.446611 -1.099450 0.28 0.87 0.69 -0.219
O -8.389697 -6.149656 0.100879 -0.38 -2.22 -0.81 -0.155
C -8.615053 -7.551937 -0.211243 0.55 -0.19 -0.23 -0.111
N -6.476620 -4.054514 0.094056 1.79 -0.60 0.37 0.044
H -6.685475 -3.654062 -2.662129 0.11 -0.11 -0.01 0.079
H -7.007989 -2.215298 -1.692957 -0.22 0.03 -0.09 0.083
H -8.363054 -3.133342 -2.463560 0.07 0.52 -0.46 0.074
H -8.374560 -3.508706 -0.143940 -0.53 -0.23 -0.05 0.139
H -7.339477 -5.900584 -1.707239 0.32 -0.47 0.07 0.122
H -9.013443 -5.425923 -1.726578 -0.25 0.22 -0.09 0.122
H -7.769662 -8.050829 -0.685075 0.85 0.51 0.06 0.074
H -9.366704 -7.795766 -0.962027 -0.77 0.85 0.02 0.075
H -8.813395 -8.212038 0.633157 -0.18 0.85 0.54 0.080
H -5.721058 -4.470966 -0.431099 0.20 -1.25 -0.16 0.072
H -6.020051 -3.153609 0.089640 -0.69 0.93 0.63 0.073
C 0.099436 0.157801 -7.908649 -1.21 -0.59 0.89 -0.056
C -0.617180 0.455734 -6.572113 -0.10 0.28 0.25 -0.427
C -2.094643 0.835746 -6.793352 0.01 -0.17 -0.08 -0.239
O -2.146510 1.979772 -7.620252 -1.18 0.55 0.15 -0.189
C -3.502606 2.298072 -8.001300 1.14 -1.29 -1.15 -0.095
N -0.442224 -0.625157 -5.601244 0.27 0.12 -0.03 0.037
H 0.278672 1.074973 -8.469695 -0.05 -0.30 -0.11 0.073
H -0.655163 -0.485671 -8.360992 0.27 -0.01 -1.00 0.070
H 0.985047 -0.461617 -7.766839 0.13 0.38 0.13 0.069
H -0.173684 1.358070 -6.151162 0.13 -0.05 0.29 0.136
H -2.630057 0.954705 -5.851394 0.34 0.72 0.56 0.121
H -2.726521 0.054798 -7.216365 0.39 -0.70 -0.74 0.113
H -4.224708 2.259668 -7.185712 0.21 0.82 0.21 0.089
H -3.845281 1.531874 -8.696725 -0.11 -0.71 0.02 0.072
H -3.469519 3.127070 -8.708252 -0.10 0.72 0.97 0.086
H -0.951473 -1.475946 -5.793424 -0.13 0.04 -0.38 0.066
H -0.690882 -0.350077 -4.661772 0.00 0.20 0.07 0.075
C 3.367699 -4.592790 -0.252571 0.18 0.33 0.56 -0.011
C 4.931508 -4.746445 0.028486 0.22 0.19 -2.86 -0.446
C 5.543608 -3.742064 0.991645 -1.51 0.34 1.30 -0.148
C 5.226356 -4.166475 2.406831 0.13 -0.86 0.99 -0.184
C 5.709597 -5.575802 2.745183 -0.27 -0.88 0.27 -0.143
C 5.228519 -6.687181 1.742083 0.16 0.35 1.75 -0.429
N 5.286546 -6.114506 0.381686 2.63 -0.89 1.45 -0.132
O 4.950314 -7.127422 -0.523927 -0.58 0.95 -0.33 0.000
C 6.143515 -8.008088 1.971634 -0.36 0.92 -0.83 -0.022
C 3.759609 -7.040346 2.128185 -0.75 -0.41 -0.93 -0.050
C 5.654734 -4.375918 -1.366538 -0.92 -1.32 -0.26 -0.038
H 3.035449 -3.612823 0.090046 -0.03 0.14 -0.28 0.084
H 3.055827 -4.736076 -1.287136 0.60 0.39 -0.28 0.074
H 2.675527 -5.280077 0.233862 0.49 -0.28 0.62 0.058
H 6.587864 -3.479434 0.822356 0.00 -0.49 -0.15 0.123
H 4.944891 -2.838648 0.875544 0.32 0.33 -0.44 0.119
H 5.577451 -3.519851 3.211022 0.28 0.39 -0.30 0.112
H 4.144148 -4.152944 2.536198 -0.23 -0.02 -0.16 0.110
H 5.311854 -5.879095 3.713643 -0.48 0.09 0.13 0.108
H 6.766773 -5.626873 3.005693 0.43 0.15 -0.92 0.108
H 7.187440 -7.825398 1.716771 -0.01 0.37 -0.12 0.070
H 5.860804 -8.884057 1.387807 -0.41 0.30 -0.34 0.064
H 6.158155 -8.387434 2.993389 -0.39 0.59 0.30 0.070
H 3.031530 -6.230899 2.075264 0.47 0.54 0.09 0.065
H 3.509114 -7.540285 3.063815 0.86 -0.04 0.25 0.082
H 3.372849 -7.718425 1.367446 0.01 -0.37 -0.11 0.069
H 5.530629 -3.382413 -1.797403 -0.41 0.38 0.83 0.079
H 6.723465 -4.582243 -1.424454 -0.01 -0.21 0.58 0.076
H 5.172972 -5.008845 -2.111791 0.21 -0.23 -0.16 0.059
H 3.995116 -7.051326 -0.465557 -0.69 -0.72 -0.65 0.073